DFT (ωB97M-V/def2-TZVPD) results for a cluster of 5 separate species, H10O5 in total.

Positions of all 15 atoms, in Å:
O -0.63 1.28 2.59
H -1.04 1.16 1.75
H -1.22 1.87 3.12
O -0.59 -2.25 0.56
H -0.97 -2.91 1.13
H 0.32 -2.31 0.79
O 0.71 -0.56 -3.27
H 0.89 0.07 -3.92
H 1.15 -1.32 -3.68
O 1.65 1.44 0.67
H 0.90 0.99 0.27
H 1.25 2.04 1.33
O -0.69 0.50 -0.24
H -1.03 0.40 -1.13
H -0.71 -0.40 0.04

## Properties
SMILES: O.O.O.O.O
Strongest force on any atom (eV/A): 2.6
HOMO-LUMO gap (eV): 10.5
Electronic energy (Ha): -382.184706
HOMO (eV): -9.96
LUMO level (eV): 0.523
Total charge: 0

Here are the natural (NBO) charges for atoms 1 to 5, given in e: -0.96 0.48 0.47 -0.95 0.48